i) Molecular formula: C4H6IO3
Method: DFT, ωB97M-V/def2-TZVPD

Last column: Löwdin charge in e.
Positions of all 14 atoms, in Å:
I 3.54 1.25 1.66  -0.7190
C 0.12 -1.55 -0.54  -0.0271
C 0.39 -0.16 0.02  -0.3731
C -0.23 0.96 -0.82  -0.0636
O -1.49 1.14 -0.13  0.0595
C -1.40 0.68 1.10  -0.6005
O -2.25 0.77 1.93  0.1409
O -0.22 0.02 1.29  0.0592
H 0.67 -2.30 0.02  0.0822
H 0.48 -1.53 -1.57  0.0805
H -0.91 -1.89 -0.42  0.0861
H 1.47 0.02 0.06  0.0191
H -0.45 0.67 -1.84  0.1246
H 0.28 1.92 -0.77  0.1313

## Properties
charge	-1
LUMO energy	0.116	Eh
HOMO-LUMO gap	6.792	eV
molecular weight	228.99	g mol⁻¹

ii) Molecular formula: C4H6IO3
Method: DFT, ωB97M-V/def2-TZVPD

Last column: Löwdin charge in e.
Positions of all 14 atoms, in Å:
I 3.01 -0.55 0.11  0.2023
C -0.45 1.45 0.81  -0.0350
C 0.07 0.45 -0.23  -0.3977
C 0.39 -0.93 0.37  -0.3744
O -0.20 -1.82 -0.55  0.0604
C -0.98 -1.13 -1.42  -0.5601
O -1.65 -1.61 -2.32  0.0837
O -0.94 0.15 -1.15  0.0834
H -0.52 2.48 0.46  0.0685
H 0.22 1.47 1.67  0.0770
H -1.45 1.20 1.18  0.0786
H 0.96 0.83 -0.73  0.0518
H 0.07 -0.96 1.41  0.1236
H 1.48 -1.03 0.38  -0.4620

## Properties
charge	-1
LUMO energy	0.130	Eh
HOMO-LUMO gap	6.379	eV
molecular weight	228.99	g mol⁻¹

What is the most stable structure shown above? It is i).